187
Properties=species:S:1:pos:R:3:forces:R:3 method="wB97M-V/def2-TZVPD" charge=-2 e_tot_ev=-378527.4891 spin_multiplicity=2 molar_mass_da=2352.7
Li -0.7254 0.8739 -2.8528 0.69 -0.09 -1.06
C -2.1748 5.9241 4.6105 -0.06 0.71 -1.26
C -1.7847 5.7794 3.0989 0.13 -0.99 -0.30
C -0.4675 6.4668 2.7977 0.15 0.93 -0.02
N -0.0315 6.5696 1.3230 -0.19 0.37 0.39
C 1.2712 7.3676 1.2960 -0.70 -1.98 -0.89
C 0.2065 5.1835 0.6177 -1.81 0.62 -0.28
C -1.1397 4.9540 -0.1702 1.28 -1.81 0.69
C -1.8220 6.2511 -0.3256 -1.58 1.69 -0.10
C -1.0621 7.3326 0.4489 0.99 -1.12 -0.73
H -3.2477 5.9339 4.8029 -0.11 -0.48 -0.38
H -1.9137 6.9566 4.8426 0.40 -0.08 0.61
H -1.7055 5.2032 5.2800 0.23 0.21 -0.18
H -2.5139 6.2035 2.4086 -0.39 0.23 0.36
H -1.6970 4.7500 2.7512 -0.15 -0.32 0.37
H 0.3843 6.1465 3.3976 0.09 -0.62 -0.32
H -0.6135 7.4890 3.1469 0.16 0.40 -0.38
H 1.4205 7.4762 0.2218 0.26 0.80 0.19
H 2.0082 6.6111 1.5655 0.50 0.76 0.92
H 1.1478 8.2807 1.8784 0.43 -0.24 -0.13
H 1.0676 5.2844 -0.0428 -0.11 0.15 0.04
H 0.4201 4.3989 1.3435 -0.05 0.35 0.11
H -0.9458 4.4410 -1.1122 0.20 0.34 0.05
H -1.7828 4.2386 0.3424 0.19 0.01 0.36
H -1.8951 6.5015 -1.3840 0.12 0.31 0.06
H -2.8546 6.2621 0.0232 -0.09 -0.43 0.03
H -0.4928 7.8405 -0.3295 0.28 0.32 0.52
H -1.6251 8.0726 1.0177 0.03 -0.34 0.18
C 7.2276 -3.7739 1.3108 0.49 -0.98 -0.48
C 6.0883 -4.7965 0.9739 -0.09 0.60 0.49
C 4.8050 -4.1233 0.4829 -0.30 -1.70 0.41
N 3.6165 -5.1949 0.2391 1.51 0.06 -0.05
C 3.1964 -6.0014 1.4776 1.31 0.58 -0.68
C 4.0278 -6.2302 -0.8965 -0.34 0.14 -0.23
C 3.2351 -5.8110 -2.0994 -1.01 0.29 -0.44
C 1.9961 -5.3128 -1.4145 -1.48 0.36 -1.56
C 2.4479 -4.4471 -0.3607 0.73 1.13 1.58
H 7.2972 -2.8719 0.7029 -0.51 0.01 0.01
H 8.1424 -4.3182 1.0766 0.23 0.07 0.07
H 7.3413 -3.4943 2.3582 -0.58 0.07 -0.07
H 5.8985 -5.4011 1.8608 -0.11 0.21 0.26
H 6.4189 -5.5449 0.2538 0.18 0.33 -0.29
H 4.9871 -3.6523 -0.4831 -0.34 -0.02 0.00
H 4.4273 -3.3904 1.1958 -0.14 -0.04 -0.10
H 4.1297 -6.4440 1.8258 -0.24 -0.08 0.27
H 2.5258 -6.8155 1.2023 -0.12 0.36 -0.18
H 2.7634 -5.3633 2.2479 0.08 0.10 -0.26
H 3.5935 -7.1825 -0.5923 0.60 -0.06 0.28
H 5.0781 -6.2899 -1.1820 0.07 0.11 1.03
H 2.8994 -6.5994 -2.7730 0.64 -0.36 0.11
H 3.6751 -5.0329 -2.7231 0.21 0.07 0.23
H 1.4502 -6.1255 -0.9353 -0.47 -0.20 -0.63
H 1.4235 -4.6425 -2.0556 -0.69 -0.72 -0.25
H 1.6746 -4.2816 0.3895 0.27 0.23 0.16
H 2.8050 -3.4979 -0.7602 -0.01 0.10 0.16
C -6.0598 -1.4962 2.6747 0.96 -0.12 -0.81
C -5.0700 -1.3793 3.8223 -0.23 -0.18 -0.13
C -4.6576 0.0919 3.9539 -0.26 -1.54 1.78
N -3.7493 0.2866 5.2069 2.43 1.25 -0.62
C -4.3378 -0.0044 6.6026 -0.43 1.10 -1.16
C -2.3150 -0.4282 5.0057 -1.02 -0.63 1.12
C -1.4947 0.3878 4.0880 -0.94 1.02 -1.09
C -1.8845 1.8487 4.3908 0.08 -0.53 1.00
C -3.2599 1.7876 5.1670 0.16 -0.13 -1.15
H -5.5261 -1.3315 1.7387 0.03 -0.24 -0.19
H -6.8096 -0.7052 2.6621 -0.38 -0.36 0.44
H -6.4427 -2.5167 2.6776 -0.46 0.32 -0.26
H -4.2436 -2.0825 3.7190 0.36 0.38 -0.71
H -5.5585 -1.8668 4.6660 -0.22 0.95 0.74
H -5.5715 0.6725 4.0796 0.12 0.22 0.42
H -4.1791 0.4838 3.0563 0.52 -0.22 0.18
H -3.5694 -0.0716 7.3728 0.25 -0.41 -0.50
H -5.0458 -0.8331 6.6124 0.41 -0.04 -0.20
H -4.8660 0.9152 6.8540 -0.39 -0.18 -0.03
H -1.8998 -0.4277 6.0135 -0.13 -0.28 0.04
H -2.4617 -1.4309 4.6042 -0.18 0.02 0.47
H -0.4126 0.2594 4.1124 -0.18 -0.37 0.22
H -1.8427 0.1273 3.0884 0.43 0.20 -0.34
H -1.1652 2.2796 5.0873 0.10 0.03 -0.04
H -1.7844 2.4031 3.4577 -0.76 0.23 0.15
H -3.1963 2.1725 6.1848 0.21 -0.31 -0.03
H -4.0183 2.3779 4.6527 -0.19 -0.21 0.08
C 1.6133 0.5862 0.2950 0.20 -1.54 0.68
F 2.5551 1.3061 -0.2693 -0.26 0.00 0.00
F 1.7873 -0.7265 -0.0559 -0.26 1.79 -0.02
F 1.7536 0.6316 1.6400 -0.48 0.24 -1.02
S -0.1091 1.3375 -0.2222 0.53 0.37 -0.05
O -0.7903 1.7739 0.9877 0.29 -1.04 -0.46
O 0.1964 2.4379 -1.0966 0.05 -0.88 -0.63
N -0.8328 0.0687 -1.1239 1.88 4.17 0.48
S -1.4739 -0.7919 -0.0519 -3.58 -5.40 1.85
O -0.5269 -1.1610 0.9972 -0.78 0.30 -0.08
O -2.8412 -0.4431 0.3888 1.96 -0.31 -0.60
C -1.6274 -2.5297 -1.1047 -2.92 3.26 1.90
F -2.4140 -2.3714 -2.1765 0.19 -0.06 0.87
F -0.4989 -2.9177 -1.4496 4.00 -0.98 -1.45
F -2.0915 -3.4358 -0.2307 -0.91 -0.03 -0.10
C 0.7869 3.9640 -4.1953 -0.37 -1.17 -0.17
F 1.5658 3.1696 -3.4559 -0.43 0.63 -0.46
F -0.0128 4.6748 -3.3839 0.38 0.17 -0.10
F 1.5432 4.7767 -4.9246 -0.10 0.06 0.25
S -0.3184 2.9607 -5.3798 1.40 -3.29 -1.63
O -0.8997 3.9512 -6.2766 0.72 -0.79 1.74
O 0.4293 1.8375 -5.9923 -0.74 2.96 1.50
N -1.3556 2.1518 -4.2293 4.21 2.55 0.71
S -2.6880 2.2552 -4.9242 -5.96 -0.60 -2.88
O -3.3555 3.5690 -4.9575 0.71 -1.81 0.87
O -2.6071 1.5572 -6.2009 -0.66 0.54 0.61
C -3.6911 1.0039 -3.8045 -0.19 3.19 -2.22
F -3.0877 -0.1499 -3.9578 -1.00 -0.72 0.04
F -3.5202 1.3954 -2.5395 -0.78 -0.29 0.53
F -5.0320 1.1203 -4.2061 2.84 -0.89 1.28
C 1.4880 -3.6124 -5.4859 -1.29 2.39 1.47
F 0.4902 -4.4550 -5.5834 -0.54 -0.53 -0.31
F 2.1481 -3.8971 -4.3691 0.95 -0.83 -0.02
F 2.2091 -3.6011 -6.5504 1.62 -1.20 -1.19
S 0.9239 -1.8352 -5.3802 -2.69 3.29 -2.55
O 0.5279 -1.5027 -6.7470 0.72 -1.19 1.35
O -0.1934 -1.7220 -4.4154 2.36 -0.63 -0.65
N 2.3290 -0.8776 -5.1692 -1.66 -2.52 1.81
S 2.3091 -0.6549 -3.5780 -0.28 0.54 0.77
O 1.4046 0.4278 -3.2542 0.04 0.49 0.64
O 2.1167 -1.8179 -2.7103 1.13 0.42 -0.53
C 4.0740 0.0665 -3.2500 -1.96 1.23 -0.88
F 4.8505 -0.1538 -4.2800 0.90 -0.92 -0.32
F 3.9747 1.4176 -3.1912 -0.04 -0.92 0.82
F 4.5545 -0.4466 -2.1326 0.27 0.15 0.02
C -7.6396 -6.9622 -5.7586 1.18 0.25 -0.42
F -8.0969 -6.0710 -6.6084 -0.18 0.64 0.37
F -7.9744 -6.7816 -4.5123 0.00 0.13 -0.33
F -8.0719 -8.1322 -6.1803 0.18 -0.82 0.06
S -5.7160 -6.9646 -5.9573 -2.05 -1.31 -3.96
O -5.2708 -8.2367 -5.4910 -0.07 0.00 1.50
O -5.4365 -6.8329 -7.3926 -0.84 1.40 2.40
N -5.2070 -5.5859 -4.9173 -2.16 -2.52 -2.30
S -3.7121 -6.0279 -4.8945 7.44 3.33 0.71
O -3.3291 -7.1003 -4.0334 -0.66 -0.49 0.28
O -2.9831 -5.9793 -6.1893 -2.16 -0.20 1.85
C -3.1112 -4.4640 -3.9316 0.47 -1.56 -0.44
F -3.8258 -4.4481 -2.8127 0.16 0.06 -0.13
F -1.8036 -4.6277 -3.6460 -0.57 -0.28 0.09
F -3.2420 -3.3893 -4.6339 -0.44 0.62 -0.28
C 7.1817 4.5581 6.4925 -1.70 -0.06 -0.75
F 8.3199 4.9742 5.9427 -0.57 -0.76 0.80
F 7.0409 3.2372 6.6172 0.86 0.28 -0.56
F 7.0366 5.0300 7.7300 0.62 0.66 0.24
S 5.6788 5.2402 5.4960 0.10 1.84 -1.13
O 4.6465 5.5241 6.5003 1.08 -0.81 -0.81
O 6.1551 6.4646 4.7515 -0.48 -3.25 1.96
N 5.3172 3.8735 4.4963 -0.28 3.35 2.30
S 4.5681 4.5740 3.2834 2.51 -0.58 -4.25
O 3.9155 5.8760 3.4076 -0.96 -1.36 0.45
O 5.4757 4.5049 2.1149 -2.23 -0.08 1.35
C 3.2253 3.2381 2.8980 1.67 0.64 1.32
F 2.4985 3.6537 1.8728 -0.80 0.28 -0.53
F 3.7546 2.0695 2.5779 -0.22 0.41 0.40
F 2.4232 3.1009 3.9902 -0.08 -0.17 -0.65
C -9.7952 -3.2792 -4.6830 1.39 -1.09 0.38
F -11.0995 -3.3886 -4.3899 0.63 0.59 0.05
F -9.5584 -4.1833 -5.6731 -0.07 0.64 0.68
F -9.4437 -2.0829 -5.1194 -0.93 -0.19 -0.17
S -8.6660 -3.6967 -3.1236 0.39 -2.89 -0.09
O -9.2169 -2.9505 -2.0234 0.41 0.72 -0.68
O -8.7798 -5.1270 -2.8851 -0.09 0.76 -0.86
N -7.0119 -3.4927 -3.7361 -4.03 1.63 2.19
S -6.7571 -1.9342 -3.3552 2.52 2.79 -1.55
O -5.6587 -1.4829 -4.2370 -1.23 -1.20 1.99
O -7.8757 -0.9852 -3.2913 1.24 -1.61 0.37
C -6.0052 -1.9069 -1.4858 -2.05 0.57 -1.45
F -6.8940 -2.3435 -0.5756 0.04 -0.02 -0.16
F -4.9481 -2.6755 -1.3826 0.60 0.41 0.12
F -5.7825 -0.6071 -1.1890 0.62 -0.85 -0.16
C 10.3523 2.2659 2.5147 -0.12 -0.77 -0.17
F 10.4221 2.4133 1.1932 0.15 0.14 0.17
F 10.7926 0.9872 2.7837 -0.78 1.69 0.07
F 11.1856 3.1370 3.0921 0.02 -0.32 0.00
S 8.5706 2.6849 3.1075 -2.39 -0.63 1.34
O 8.3571 1.8676 4.3417 1.28 1.52 -3.04
O 8.4539 4.1165 3.3246 0.86 -1.46 -1.14
N 7.6278 2.2426 1.6386 2.77 0.78 2.41
S 7.1111 0.8162 2.0088 -2.55 -1.52 3.39
O 8.0518 -0.3134 2.0427 -0.61 0.70 -0.52
O 6.2388 0.9335 3.2254 0.75 -1.32 -2.95
C 6.0374 0.4148 0.4670 2.82 3.81 1.56
F 5.3171 1.5070 0.1807 -1.28 -1.03 0.30
F 6.9554 0.4280 -0.5173 -0.39 -1.85 -0.62
F 5.3568 -0.6919 0.6612 -0.33 -0.19 -0.92

***

53
Properties=species:S:1:pos:R:3:forces:R:3 method="wB97M-V/def2-TZVPD" e_tot_ev=-61469.0923 spin_multiplicity=1 molar_mass_da=579.1
C 1.6438 -1.9644 -0.2301 -0.06 0.63 -0.78
C 1.1183 -0.5511 -0.5566 0.20 -0.69 0.79
O -0.2664 -0.3865 -0.1328 -0.59 0.04 -0.92
B -0.9059 0.6454 -0.7551 1.22 0.45 0.61
O -0.2227 1.8113 -1.0778 -0.77 -0.71 0.17
C -2.4959 0.6053 -1.1029 -0.56 0.51 -1.05
C -2.7279 1.7599 -2.0343 0.25 -0.47 0.25
N -2.8782 2.6329 -2.7636 -0.03 -0.04 0.16
N -3.3833 0.8687 0.0718 1.20 0.19 0.20
C -2.8603 0.8920 1.1711 -0.44 -0.76 0.75
S -2.2919 0.7117 2.6238 -0.23 0.48 -0.64
C -2.9915 -0.7136 -1.8431 -1.47 0.79 -0.08
I -1.4426 -1.7370 -2.9197 0.00 0.17 0.12
C -4.0122 -0.3384 -2.8670 0.61 -0.33 0.06
N -4.7425 -0.0610 -3.7078 -0.03 -0.08 0.18
C -3.7640 -1.6691 -0.8767 0.67 -1.07 -1.11
F -5.0048 -1.2651 -0.6596 0.00 0.38 0.51
F -3.8763 -2.8726 -1.4821 -0.05 0.02 0.11
F -3.1076 -1.8716 0.2545 -0.05 0.19 0.35
H 1.8433 -2.4773 -1.1704 -0.02 -0.10 0.14
H 0.9397 -2.5932 0.3103 0.09 0.22 0.23
H 2.6037 -1.8574 0.2753 -0.17 -0.33 0.25
H 1.7283 0.1818 -0.0292 -0.12 0.20 -0.25
H 1.1661 -0.4110 -1.6361 0.06 0.35 0.12
H -0.1093 2.3927 -0.3142 0.19 0.40 -0.13
O 2.3603 -4.7715 -0.9424 0.05 -0.12 0.09
C 3.4962 -5.1508 -0.8652 0.07 -0.10 -0.33
O 4.3037 -4.6055 0.0627 -0.14 0.15 0.31
C 5.6298 -5.0680 0.3300 0.26 -0.03 -0.12
C 6.6336 -4.5077 -0.6573 -0.07 0.05 -0.13
C 4.0527 -6.1710 -1.8307 0.07 -0.38 0.27
H 5.6550 -6.1580 0.3789 -0.03 0.00 -0.08
H 5.8655 -4.7055 1.3291 -0.16 0.04 0.02
H 6.4185 -4.8229 -1.6782 0.03 -0.08 0.02
H 7.6425 -4.8341 -0.4034 -0.01 0.00 0.02
H 6.6044 -3.4180 -0.6450 0.03 -0.01 0.08
H 4.2802 -5.6739 -2.7727 -0.02 0.01 0.00
H 3.2895 -6.9267 -2.0023 -0.10 0.15 -0.11
H 4.9405 -6.6883 -1.4758 0.07 0.12 -0.06
O -0.7578 4.5522 0.5167 0.24 -0.09 0.06
C -1.6193 5.1313 1.1232 -0.32 -0.21 0.15
O -1.2955 6.2186 1.8420 0.34 0.11 -0.18
C -2.2582 7.0510 2.4926 -0.24 0.03 0.21
C -2.6894 6.4784 3.8277 0.03 -0.16 0.02
C -3.0364 4.6122 1.1482 -0.24 0.28 -0.30
H -3.1028 7.2525 1.8316 -0.01 -0.09 0.00
H -1.7544 8.0026 2.6538 0.12 -0.06 -0.10
H -3.1746 5.5087 3.7159 -0.07 0.04 -0.03
H -3.3848 7.1540 4.3267 0.02 0.02 -0.02
H -1.8216 6.3307 4.4709 0.01 0.08 0.00
H -3.0827 3.7799 1.8505 -0.01 -0.01 0.00
H -3.2833 4.2547 0.1500 0.13 -0.17 0.03
H -3.7904 5.3485 1.4150 0.06 -0.02 0.15